Record 1
Formula: C15H19BrFN3S2SbSe2TbTe2
Source: the OMol25 dataset
Level of theory: ωB97M-V with the def2-TZVPD basis set

Summary:
Charge ... -2
F_max ... 0.05219 Eh/bohr
HOMO-LUMO gap (spin up / spin down) ... 5.74 / 5.75 eV
Multiplicity ... 7
Lowest unoccupied orbital energy (spin up / spin down) ... 0.1433 / 0.1434 Eh
Electronic energy ... -10621.24445 a.u.

Structure (XYZ):
```
47
C15H19BrFN3S2SbSe2TbTe2 | the OMol25 dataset | ωB97M-V with the def2-TZVPD basis set
Tb -4.12 -13.47 -12.19
S -6.23 -14.61 -10.78
C -5.52 -14.71 -9.16
C -6.51 -15.01 -8.20
N -7.34 -15.21 -7.42
C -4.19 -14.61 -8.76
S -2.84 -14.09 -9.77
C -3.95 -14.92 -7.40
N -3.84 -15.18 -6.27
Se -3.21 -15.76 -13.91
Te -0.71 -15.24 -13.80
Te -0.55 -12.96 -12.39
Se -2.28 -11.69 -13.59
C -4.95 -11.67 -6.82
C -5.71 -10.96 -8.00
Sb -4.57 -10.96 -9.88
C -5.66 -9.34 -10.99
C -6.85 -8.66 -10.34
C -2.80 -9.84 -9.24
C -3.12 -8.58 -8.40
H -5.41 -11.61 -5.83
H -3.92 -11.41 -6.67
H -4.91 -12.76 -7.06
H -6.07 -9.95 -7.75
H -6.58 -11.53 -8.16
H -5.93 -9.94 -11.89
H -4.92 -8.54 -11.39
H -7.59 -9.41 -10.11
H -7.26 -7.95 -11.13
H -6.52 -8.14 -9.38
H -2.11 -9.54 -10.04
H -2.23 -10.50 -8.69
H -3.70 -7.83 -8.95
H -2.14 -8.23 -8.04
H -3.61 -8.82 -7.40
F -5.74 -12.43 -13.03
Br -4.90 -9.76 -17.43
C -6.40 -9.80 -16.31
C -6.53 -10.69 -15.22
C -7.74 -10.62 -14.48
C -8.75 -9.79 -14.95
N -8.60 -8.87 -15.93
C -7.45 -8.93 -16.62
H -5.74 -11.29 -14.70
H -7.88 -11.21 -13.54
H -9.68 -9.84 -14.43
H -7.42 -8.17 -17.40
```

Taken from the Löwdin analysis, the atomic charges in e are: 0.49 0.46 -0.77 -0.36 0.14 -0.79 0.35 -0.34 0.14 -0.39 -0.01 0.00 -0.37 -0.17 -0.39 1.38 -0.45 -0.23 -0.43 -0.20 0.06 0.04 0.03 0.03 0.01 0.01 0.08 0.05 0.08 0.07 0.06 0.00 0.05 0.05 0.07 -0.64 0.74 -0.70 -0.08 -0.06 -0.17 0.04 -0.23 0.10 0.12 0.08 0.09

***

Record 2
Formula: C26H40FN3O4S
Source: the OMol25 dataset
Level of theory: ωB97M-V with the def2-TZVPD basis set

Summary:
F_max ... 0.01711 Eh/bohr
HOMO-LUMO gap ... 8.56 eV
Multiplicity ... 1
SMILES string ... CC(C)(C)CC(C)(C)c1ccc(OCCOCCNS(=O)(=O)F)cc1.c1cc[nH]c1.c1cc[nH]c1
Lowest unoccupied orbital energy ... 0.0156 Eh
Electronic energy ... -1977.93735 a.u.

Structure (XYZ):
```
75
C26H40FN3O4S | the OMol25 dataset | ωB97M-V with the def2-TZVPD basis set
C 2.20 -4.07 1.03
C 2.22 -2.54 0.85
C 3.17 -1.97 1.92
C 0.77 -2.03 1.07
C 2.70 -2.29 -0.60
C 3.15 -0.90 -1.11
C 3.30 -1.06 -2.64
C 4.55 -0.50 -0.61
C 2.09 0.17 -0.81
C 0.98 0.30 -1.64
C -0.04 1.18 -1.35
C 0.02 1.97 -0.21
O -1.02 2.82 0.09
C -2.05 2.22 0.86
C -3.21 1.67 0.02
O -3.19 0.25 0.02
C -4.32 -0.34 0.62
C -4.16 -1.88 0.62
N -2.85 -2.31 0.10
S -2.77 -2.58 -1.51
O -3.97 -2.16 -2.15
O -2.20 -3.86 -1.75
F -1.67 -1.53 -1.89
C 1.13 1.89 0.61
C 2.14 1.00 0.31
H 1.52 -4.52 0.30
H 3.19 -4.50 0.88
H 1.83 -4.33 2.02
H 2.93 -0.95 2.19
H 3.08 -2.57 2.84
H 4.21 -2.04 1.61
H 0.11 -2.84 1.40
H 0.73 -1.26 1.86
H 0.35 -1.56 0.18
H 1.87 -2.60 -1.24
H 3.51 -2.99 -0.81
H 3.51 -0.09 -3.10
H 4.16 -1.71 -2.84
H 2.42 -1.51 -3.11
H 5.04 0.13 -1.34
H 5.16 -1.39 -0.45
H 4.54 0.05 0.33
H 0.87 -0.31 -2.53
H -0.91 1.25 -1.99
H -1.65 1.38 1.43
H -2.39 2.97 1.57
H -4.16 2.04 0.43
H -3.13 2.04 -1.00
H -4.40 0.00 1.66
H -5.24 -0.07 0.09
H -4.98 -2.34 0.06
H -4.22 -2.24 1.64
H -2.56 -3.19 0.52
H 1.19 2.51 1.50
H 2.98 0.95 0.99
C -4.66 0.97 -5.60
C -4.23 0.22 -4.47
C -3.10 0.80 -4.00
N -2.82 1.89 -4.79
C -3.77 2.00 -5.77
H -5.53 0.79 -6.21
H -4.71 -0.65 -4.05
H -2.48 0.55 -3.16
H -2.04 2.51 -4.67
H -3.73 2.79 -6.50
C 1.39 4.18 5.88
C 1.92 2.93 6.29
C 2.61 2.41 5.24
N 2.53 3.30 4.20
C 1.79 4.38 4.58
H 0.79 4.86 6.46
H 1.79 2.47 7.26
H 3.16 1.49 5.14
H 2.95 3.18 3.30
H 1.60 5.20 3.90
```

Taken from the Löwdin analysis, the atomic charges in e are: -0.08 -0.55 -0.05 -0.03 -0.11 -0.46 -0.06 -0.04 -0.17 -0.03 0.01 -0.29 -0.06 -0.14 -0.15 -0.17 -0.20 -0.17 -0.11 0.58 -0.24 -0.25 -0.14 0.01 -0.03 0.09 0.08 0.08 0.06 0.08 0.08 0.07 0.08 0.06 0.12 0.12 0.09 0.09 0.07 0.09 0.08 0.06 0.11 0.10 0.14 0.13 0.12 0.13 0.12 0.13 0.11 0.12 0.11 0.11 0.09 -0.11 -0.10 -0.14 0.01 -0.15 0.09 0.08 0.07 0.14 0.10 -0.11 -0.11 -0.14 0.00 -0.14 0.09 0.09 0.10 0.13 0.10

***

Record 3
Formula: C2H5N3OS
Source: the OMol25 dataset
Level of theory: ωB97M-V with the def2-TZVPD basis set

Summary:
Relative energy (zero: lowest compared OMol25 entry of this formula, charge and spin) ... 293.1 kJ/mol
F_max ... 0.06592 Eh/bohr
HOMO-LUMO gap (spin up / spin down) ... 8.37 / 8.37 eV
Multiplicity ... 1
SMILES string ... CNN=S.N=C=O
Lowest unoccupied orbital energy (spin up / spin down) ... -0.0012 / -0.0012 Eh
Electronic energy ... -716.82908 a.u.

Structure (XYZ):
```
12
C2H5N3OS | the OMol25 dataset | ωB97M-V with the def2-TZVPD basis set
C -0.84 0.22 0.05
N 0.19 -0.27 -0.83
N 1.44 -0.14 -0.70
S 2.00 0.45 0.73
H -1.95 -0.01 -0.06
H -0.70 1.34 -0.04
H -0.63 0.03 1.14
H -0.12 -0.54 -1.79
N 2.21 3.27 -0.95
C 1.10 3.37 -0.50
O 0.01 3.38 -0.15
H 2.92 2.64 -0.73
```

Taken from the Löwdin analysis, the atomic charges in e are: -0.13 -0.22 -0.47 0.54 0.11 0.07 0.06 0.17 0.19 -0.45 0.13 0.01

***

What did the second record say?
Formula: C26H40FN3O4S
Source: the OMol25 dataset
Level of theory: ωB97M-V with the def2-TZVPD basis set

Summary:
F_max ... 0.01711 Eh/bohr
HOMO-LUMO gap ... 8.56 eV
Multiplicity ... 1
SMILES string ... CC(C)(C)CC(C)(C)c1ccc(OCCOCCNS(=O)(=O)F)cc1.c1cc[nH]c1.c1cc[nH]c1
Lowest unoccupied orbital energy ... 0.0156 Eh
Electronic energy ... -1977.93735 a.u.

Structure (XYZ):
```
75
C26H40FN3O4S | the OMol25 dataset | ωB97M-V with the def2-TZVPD basis set
C 2.20 -4.07 1.03
C 2.22 -2.54 0.85
C 3.17 -1.97 1.92
C 0.77 -2.03 1.07
C 2.70 -2.29 -0.60
C 3.15 -0.90 -1.11
C 3.30 -1.06 -2.64
C 4.55 -0.50 -0.61
C 2.09 0.17 -0.81
C 0.98 0.30 -1.64
C -0.04 1.18 -1.35
C 0.02 1.97 -0.21
O -1.02 2.82 0.09
C -2.05 2.22 0.86
C -3.21 1.67 0.02
O -3.19 0.25 0.02
C -4.32 -0.34 0.62
C -4.16 -1.88 0.62
N -2.85 -2.31 0.10
S -2.77 -2.58 -1.51
O -3.97 -2.16 -2.15
O -2.20 -3.86 -1.75
F -1.67 -1.53 -1.89
C 1.13 1.89 0.61
C 2.14 1.00 0.31
H 1.52 -4.52 0.30
H 3.19 -4.50 0.88
H 1.83 -4.33 2.02
H 2.93 -0.95 2.19
H 3.08 -2.57 2.84
H 4.21 -2.04 1.61
H 0.11 -2.84 1.40
H 0.73 -1.26 1.86
H 0.35 -1.56 0.18
H 1.87 -2.60 -1.24
H 3.51 -2.99 -0.81
H 3.51 -0.09 -3.10
H 4.16 -1.71 -2.84
H 2.42 -1.51 -3.11
H 5.04 0.13 -1.34
H 5.16 -1.39 -0.45
H 4.54 0.05 0.33
H 0.87 -0.31 -2.53
H -0.91 1.25 -1.99
H -1.65 1.38 1.43
H -2.39 2.97 1.57
H -4.16 2.04 0.43
H -3.13 2.04 -1.00
H -4.40 0.00 1.66
H -5.24 -0.07 0.09
H -4.98 -2.34 0.06
H -4.22 -2.24 1.64
H -2.56 -3.19 0.52
H 1.19 2.51 1.50
H 2.98 0.95 0.99
C -4.66 0.97 -5.60
C -4.23 0.22 -4.47
C -3.10 0.80 -4.00
N -2.82 1.89 -4.79
C -3.77 2.00 -5.77
H -5.53 0.79 -6.21
H -4.71 -0.65 -4.05
H -2.48 0.55 -3.16
H -2.04 2.51 -4.67
H -3.73 2.79 -6.50
C 1.39 4.18 5.88
C 1.92 2.93 6.29
C 2.61 2.41 5.24
N 2.53 3.30 4.20
C 1.79 4.38 4.58
H 0.79 4.86 6.46
H 1.79 2.47 7.26
H 3.16 1.49 5.14
H 2.95 3.18 3.30
H 1.60 5.20 3.90
```

Taken from the Löwdin analysis, the atomic charges in e are: -0.08 -0.55 -0.05 -0.03 -0.11 -0.46 -0.06 -0.04 -0.17 -0.03 0.01 -0.29 -0.06 -0.14 -0.15 -0.17 -0.20 -0.17 -0.11 0.58 -0.24 -0.25 -0.14 0.01 -0.03 0.09 0.08 0.08 0.06 0.08 0.08 0.07 0.08 0.06 0.12 0.12 0.09 0.09 0.07 0.09 0.08 0.06 0.11 0.10 0.14 0.13 0.12 0.13 0.12 0.13 0.11 0.12 0.11 0.11 0.09 -0.11 -0.10 -0.14 0.01 -0.15 0.09 0.08 0.07 0.14 0.10 -0.11 -0.11 -0.14 0.00 -0.14 0.09 0.09 0.10 0.13 0.10